A cluster of 4 separate species, C35H73F4N3O13P in total at a distorted geometry, computed with wB97M-V/def2-TZVPD.

Properties
**HOMO-LUMO gap**: 5.59 eV
**Energy**: -88708.19272 eV

```
! wB97M-V def2-TZVPD RIJCOSX def2/J DEFGRID3
* xyz 1 1
C 1.44930 -3.86920 0.73049
C 1.33927 -2.83932 1.86476
O 0.37706 -3.21622 2.84590
C -0.84012 -2.52158 2.80294
C -1.86069 -3.38134 2.05340
N -3.18594 -2.77004 2.02159
F -3.91136 -3.07627 3.17487
C -3.97549 -2.89950 0.85478
N -4.20978 -1.72704 0.14302
C -5.10892 -0.83469 0.92393
C -6.30665 -0.35105 0.09967
O -7.45304 -0.30579 0.93458
C -8.55434 -0.92622 0.47271
O -9.56611 -0.93698 1.07810
P -2.73995 -0.83064 -0.34168
C -1.67812 -2.06711 -1.19483
O -3.34304 0.07576 -1.56178
N -4.51794 -4.00334 0.44947
C -5.37535 -4.04090 -0.74106
C -4.61472 -3.94423 -2.05450
C -5.60518 -3.88305 -3.17327
F -6.58614 -4.81753 -3.13730
C -5.61004 -2.93363 -4.13407
F -4.55448 -2.65793 -4.86724
F -6.62085 -2.14302 -4.42744
C -4.35693 -5.29171 1.16073
C -5.32197 -5.48932 2.36514
C -4.53272 -6.07001 3.53634
C -6.51235 -6.36921 2.00191
H 2.46336 -4.24827 0.63960
H 1.19704 -3.42913 -0.23430
H 0.79584 -4.71809 0.92028
H 1.17651 -1.83645 1.46746
H 2.29375 -2.80621 2.38596
H -0.76671 -1.51814 2.38086
H -1.19826 -2.45645 3.83074
H -1.51123 -3.68499 1.06727
H -1.93561 -4.30879 2.62709
H -5.52819 -1.41518 1.75001
H -4.57378 -0.00876 1.39154
H -6.45770 -0.99935 -0.76383
H -6.09019 0.65571 -0.25624
H -8.47949 -1.43848 -0.49735
H -2.11291 -3.05396 -1.35297
H -0.82181 -2.22337 -0.53915
H -1.30973 -1.65429 -2.13018
H -4.05042 -0.38772 -2.03447
H -5.94936 -4.96166 -0.75106
H -6.10911 -3.23867 -0.71426
H -4.05314 -3.01605 -2.09882
H -3.86767 -4.73922 -2.16537
H -4.64738 -6.04830 0.43603
H -3.32492 -5.50410 1.41546
H -5.68828 -4.51156 2.67560
H -5.18352 -6.20180 4.39696
H -4.07183 -7.02254 3.27311
H -3.73145 -5.40398 3.84813
H -7.18356 -5.83489 1.33006
H -7.08325 -6.54326 2.91295
H -6.22111 -7.34359 1.61644
C 2.35252 0.65103 5.94215
O 3.65947 0.64841 5.41973
C 3.95702 -0.53140 4.69624
C 5.04474 -0.28379 3.67660
O 4.60019 0.39299 2.50964
C 4.31677 1.78136 2.62501
C 5.54354 2.65520 2.74656
O 6.06794 2.60130 4.06166
C 7.45168 2.87512 4.10630
H 2.21902 -0.14734 6.68174
H 2.19118 1.61092 6.42817
H 1.60921 0.53229 5.14319
H 3.06039 -0.89951 4.17960
H 4.29558 -1.29389 5.41139
H 5.38908 -1.25867 3.32302
H 5.90071 0.21967 4.12828
H 3.61201 1.97729 3.43513
H 3.82004 2.04482 1.68825
H 5.26495 3.69642 2.53103
H 6.29423 2.33112 2.01653
H 8.01043 2.17408 3.47585
H 7.77849 2.75159 5.13664
H 7.66274 3.90194 3.78620
C 2.58455 0.91500 -7.06078
O 1.43788 0.13418 -7.31835
C 1.75829 -1.17137 -7.76700
C 0.63139 -2.13128 -7.46639
O 0.56494 -2.54181 -6.10516
C 0.09455 -1.60012 -5.16064
C -1.39718 -1.35402 -5.22323
O -1.73318 -0.50127 -6.29679
C -3.05136 -0.69679 -6.75628
H 3.15931 1.08799 -7.97713
H 2.25141 1.87368 -6.66879
H 3.22884 0.43442 -6.31541
H 2.67665 -1.52787 -7.28589
H 1.91586 -1.13695 -8.85330
H 0.82179 -3.04817 -8.02711
H -0.32542 -1.73286 -7.80755
H 0.65093 -0.66254 -5.21684
H 0.31020 -2.05078 -4.18677
H -1.71692 -0.86419 -4.28756
H -1.91589 -2.31636 -5.31795
H -3.20653 -1.73409 -7.07440
H -3.20392 -0.04544 -7.61365
H -3.77708 -0.43526 -5.97717
C 4.71277 6.86307 4.07490
O 5.18262 7.67621 3.02491
C 6.38486 7.18357 2.46004
C 6.54624 7.65334 1.03293
O 5.74424 6.94823 0.09641
C 4.35162 7.22189 0.08695
C 3.98695 8.56115 -0.51229
O 4.23601 9.60980 0.40634
C 4.48556 10.84328 -0.23012
H 5.41999 6.85745 4.91235
H 3.76305 7.26932 4.41709
H 4.55160 5.83561 3.72564
H 6.39571 6.08631 2.48058
H 7.22670 7.55934 3.05817
H 7.57592 7.44461 0.73461
H 6.39562 8.73127 0.95442
H 3.91542 7.10341 1.08078
H 3.92009 6.44945 -0.55438
H 2.91484 8.56277 -0.75497
H 4.56040 8.71221 -1.43441
H 5.33873 10.76600 -0.91387
H 4.72601 11.56979 0.54322
H 3.60470 11.18950 -0.78277
*
```

These are the Mulliken partial charges, in e, on atoms 1 to 6: -1.17, -0.01, -0.43, -0.62, -0.34, 0.51